# 1
A cluster of 3 separate species, C5H11NO in total in a non-equilibrium geometry, computed with wB97M-V/def2-TZVPD.

Energy relative to the best compared isomer or geometry (same formula, charge and spin) in kJ/mol: 511.9
LUMO in Ha: -0.0050
E_HOMO in eV: -9.43
Total charge: 0
Gap between HOMO and LUMO in eV: 9.3
Strongest force on any atom in eV/Å: 7.51
2S+1: 1

```
18
Properties=species:S:1:pos:R:3:mulliken_charge:R:1
C 0.68 1.90 -0.54 -0.859
C 0.97 0.52 0.06 0.634
C 1.45 -1.77 0.14 -0.912
C -2.64 -0.78 -0.50 -0.309
C -2.61 0.26 0.36 -0.570
H 1.48 2.13 -1.37 0.291
H 1.05 2.51 0.28 0.297
H -0.41 1.97 -0.97 0.206
H 2.44 -0.25 -1.51 0.364
H 1.55 -1.56 1.20 0.315
H 0.69 -2.57 -0.01 0.227
H 2.26 -2.09 -0.21 0.451
H -3.35 -0.93 -1.31 0.274
H -1.96 -1.79 -0.26 0.091
H -3.51 0.89 0.36 0.252
H -1.82 0.30 1.12 0.260
N 1.34 -0.51 -0.61 -0.400
O 0.64 0.52 1.23 -0.612
```

# 2
The molecule C5H11NO, computed with wB97M-V/def2-TZVPD.

Energy relative to the best compared isomer or geometry (same formula, charge and spin) in kJ/mol: 19.6
LUMO in Ha: 0.0320
E_HOMO in eV: -9.51
SMILES string: CNC(=O)C(C)C
Total charge: 0
Gap between HOMO and LUMO in eV: 10.4
Strongest force on any atom in eV/Å: 0.44
2S+1: 1

```
18
Properties=species:S:1:pos:R:3:mulliken_charge:R:1
C 2.80 0.19 -0.36 -0.910
N 1.45 -0.32 -0.35 -0.231
C 0.49 0.30 0.42 0.380
O 0.78 0.97 1.40 -0.633
C -0.94 0.14 -0.11 0.644
C -1.37 -1.32 -0.29 -1.283
C -1.92 0.92 0.75 -1.467
H 2.88 1.11 -0.96 0.289
H 3.47 -0.57 -0.78 0.308
H 3.10 0.42 0.66 0.326
H 1.12 -0.74 -1.21 0.248
H -0.91 0.61 -1.11 0.233
H -1.56 -1.78 0.69 0.310
H -0.62 -1.93 -0.80 0.364
H -2.29 -1.36 -0.87 0.349
H -2.89 0.98 0.25 0.406
H -2.05 0.44 1.73 0.329
H -1.55 1.93 0.94 0.338
```

# 3
A cluster of 2 separate species, C5H11NO in total in a non-equilibrium geometry, computed with wB97M-V/def2-TZVPD.

Energy relative to the best compared isomer or geometry (same formula, charge and spin) in kJ/mol: 206.1
LUMO in Ha: 0.0335
E_HOMO in eV: -7.58
SMILES string: C/C=C/C=C/N.O
Total charge: 0
Gap between HOMO and LUMO in eV: 8.5
Strongest force on any atom in eV/Å: 1.73
2S+1: 1

```
18
Properties=species:S:1:pos:R:3:mulliken_charge:R:1
C -1.80 1.66 -1.91 -1.212
C -0.80 0.76 -1.30 -0.065
C -0.88 0.01 -0.19 -0.250
C 0.09 -1.00 0.19 -0.594
C 0.13 -1.46 1.45 -0.044
N 1.15 -2.14 2.08 -0.443
H -2.44 1.25 -2.73 0.269
H -1.33 2.52 -2.36 0.288
H -2.69 1.86 -1.30 0.333
H 0.19 0.64 -1.76 0.284
H -1.69 0.11 0.54 0.224
H 0.88 -1.16 -0.54 0.504
H -0.55 -1.00 2.16 0.279
H 0.99 -2.42 3.04 0.208
H 1.65 -2.79 1.49 0.222
O 2.75 1.17 0.37 -0.665
H 1.97 1.71 0.40 0.326
H 2.38 0.28 0.39 0.335
```